# 1
This record from the Open Molecules 2025 dataset describes a cluster of 7 separate species, C19H56N10O7 in total at a distorted geometry. The level of theory is the ωB97M-V functional and the def2-TZVPD basis.

Positions of all 92 atoms, in Å:
C 1.4407 -1.8516 -8.0951
O 2.1544 -3.0951 -7.7257
C 1.4240 -4.2933 -8.0270
C 2.2311 -5.4393 -7.3086
C 1.8330 -6.9053 -7.6796
N 2.4203 -5.2950 -5.8969
H 1.0750 -1.9893 -9.1126
H 2.1200 -1.0006 -8.0451
H 0.5995 -1.6081 -7.4461
H 0.4024 -4.1854 -7.6626
H 1.2856 -4.5476 -9.0778
H 3.2628 -5.3844 -7.6562
H 2.7381 -7.4909 -7.8412
H 1.1342 -6.8993 -8.5161
H 1.4831 -7.5092 -6.8424
H 3.1161 -5.9831 -5.6470
H 2.9256 -4.4220 -5.8439
C 3.5392 -0.4005 3.5295
O 2.5364 -0.3565 4.5286
C 1.2437 -0.8410 4.1406
C 0.3828 -0.9303 5.4403
C 0.8076 -2.1254 6.2387
N -1.0422 -0.9055 5.0917
H 3.1250 0.1908 2.7129
H 3.8233 -1.4095 3.2309
H 4.4117 0.2276 3.7095
H 0.9071 -0.2947 3.2595
H 1.4521 -1.8399 3.7574
H 0.7534 -0.1367 6.0890
H 0.1695 -2.2357 7.1155
H 1.7756 -1.9022 6.6874
H 0.6405 -3.1158 5.8154
H -1.3671 0.0210 4.8547
H -1.2548 -1.4568 4.2726
C -0.8247 4.7781 -2.0024
O -0.4586 3.4572 -2.4133
C 0.1353 2.6741 -1.2818
C 0.6112 1.3116 -1.9353
C 1.2924 1.3069 -3.3428
N -0.4065 0.3139 -1.7363
H -1.6575 4.5434 -1.3394
H -1.2576 5.3968 -2.7884
H -0.0314 5.3334 -1.5021
H 0.9281 3.1682 -0.7202
H -0.6388 2.6458 -0.5148
H 1.4658 1.1157 -1.2876
H 1.3947 0.2861 -3.7110
H 2.2950 1.7196 -3.4544
H 0.6736 1.8214 -4.0780
H -0.6724 0.4002 -0.7658
H 0.1416 -0.5328 -1.7905
C -3.2286 4.1433 5.1680
O -2.8473 5.0064 6.1984
C -3.9990 5.7839 6.5984
C -3.5944 6.6802 7.7602
C -3.2708 5.8356 8.9793
N -4.7135 7.5101 8.2648
H -2.3066 3.7500 4.7398
H -3.7873 4.6406 4.3751
H -3.6888 3.2839 5.6555
H -4.3424 6.3712 5.7468
H -4.8359 5.1598 6.9118
H -2.7071 7.2929 7.6005
H -2.5217 6.4080 9.5263
H -2.6318 4.9833 8.7484
H -4.0990 5.5670 9.6351
H -4.6859 7.6331 9.2669
H -4.4906 8.3985 7.8391
N 6.6499 -3.5885 -0.0869
C 5.8257 -3.0763 -0.9535
N 6.2888 -1.9734 -1.4276
O 4.7542 -3.5945 -1.2521
H 7.4413 -2.9904 0.1027
H 6.5958 -4.4520 0.4343
H 7.2793 -1.7768 -1.4492
H 5.7947 -1.5418 -2.1955
N -2.8642 -3.6468 -0.2841
C -2.5741 -3.7496 0.9984
N -1.5626 -4.5529 1.2379
O -3.0359 -3.0574 1.8560
H -2.2676 -4.1676 -0.9109
H -3.4447 -2.8618 -0.5428
H -1.1622 -4.5786 2.1647
H -1.1504 -4.9071 0.3865
N -3.6010 0.8620 -4.0030
C -3.7841 1.3558 -5.1367
N -2.7705 2.1365 -5.3789
O -4.7710 1.2218 -5.8274
H -4.4181 0.3282 -3.7430
H -2.6718 0.8096 -3.6106
H -2.3977 2.4641 -4.4993
H -2.9430 2.5603 -6.2794

## Properties
ΔE to the lowest compared entry with this formula, charge and spin: 614.3 kJ/mol
molar mass: 536.72 g mol⁻¹
Kohn-Sham gap: 9.099 eV
E_LUMO: 0.05 eV
spin multiplicity: 1
SMILES: COC[C@H](C)N.COC[C@H](C)N.COC[C@H](C)N.COC[C@H](C)N.NC(N)=O.NC(N)=O.NC(N)=O
HOMO: -9.0 eV
charge: 0

=====

# 2
This record from the Open Molecules 2025 dataset describes a structure of composition C18H24B2Cl2F4N4O6PbSi. The level of theory is the ωB97M-V functional and the def2-TZVPD basis.

Positions of all 62 atoms, in Å:
Pb 1.1852 0.2430 -0.8713
C 0.1638 2.1750 -4.9465
C 0.0643 1.6677 -3.5514
N 0.9647 1.8170 -2.6643
O 2.0970 2.4829 -2.9756
B 2.3247 3.6606 -2.0432
F 1.1862 4.4633 -2.0940
F 3.4782 4.2522 -2.4597
O 2.5461 3.2834 -0.5881
N 1.4667 2.6366 -0.0836
C 0.9014 3.1286 0.9474
C 1.3238 4.3852 1.6307
C -0.3573 2.4210 1.3879
N -0.6709 1.4103 0.6778
O -1.8905 0.8191 1.0225
B -2.5224 0.0951 0.0272
F -0.7415 -1.9404 0.3096
F -3.5965 -0.5619 0.4326
O -2.3045 0.0388 -1.3373
N -1.1327 0.5931 -1.8429
C -1.1845 0.9726 -3.0594
C -2.3632 0.8533 -3.9607
C -1.1871 2.9648 2.5028
H 0.9721 2.8983 -5.0068
H -0.7680 2.6331 -5.2735
H 0.3922 1.3471 -5.6220
H 2.1804 4.8095 1.1170
H 1.5849 4.1850 2.6719
H 0.5097 5.1121 1.6301
H -3.1782 0.3234 -3.4812
H -2.0665 0.3251 -4.8682
H -2.6989 1.8467 -4.2610
H -0.5722 3.5033 3.2191
H -1.7237 2.1649 3.0057
H -1.9257 3.6641 2.1043
Cl 4.3682 -2.4747 -0.9657
C 4.5049 -0.9375 -1.8561
Cl 4.3066 0.4378 -0.7122
C 3.4828 -0.9170 -3.0192
O 3.9517 -1.1648 -4.1128
O 2.2607 -0.7134 -2.7107
H 5.5135 -0.8636 -2.2414
C 1.1295 -3.9225 0.9570
Si -0.0648 -2.6819 1.6104
C 0.7556 -1.3290 2.5787
C -1.4520 -3.4206 2.5874
C -1.5018 -4.7806 2.8954
C -2.5508 -5.3092 3.6367
C -3.5738 -4.4812 4.0708
C -3.5465 -3.1249 3.7724
C -2.4912 -2.6019 3.0426
H 1.8064 -4.2606 1.7439
H 1.7389 -3.4662 0.1726
H 0.6314 -4.7933 0.5300
H 1.4179 -1.7518 3.3359
H 0.0182 -0.7007 3.0808
H 1.3553 -0.6956 1.9202
H -0.7135 -5.4422 2.5555
H -2.5710 -6.3658 3.8692
H -4.3973 -4.8924 4.6404
H -4.3478 -2.4791 4.1068
H -2.4883 -1.5407 2.8156

## Properties
ΔE to the lowest compared entry with this formula, charge and spin: 16.8 kJ/mol
molar mass: 796.22 g mol⁻¹
Kohn-Sham gap: 8.528 eV
E_LUMO: -0.63 eV
spin multiplicity: 1
HOMO: -9.2 eV
charge: 0

=====

> Look up the molar mass of the second one.

796.22 g mol⁻¹